Record 1
This record from OMol25 describes a 9-piece molecular cluster, C24H44N6O9 overall. The level of theory is the ωB97M-V functional and the def2-TZVPD basis.

```
83
Properties=species:S:1:pos:R:3:forces:R:3
C 7.46068 -0.43777 0.50588 -0.4 0.9 0.2
O 6.14279 -0.23563 0.05050 -0.6 0.0 0.3
C 5.98934 0.62331 -1.04567 0.5 -0.5 -1.1
C 4.54316 1.00641 -1.29686 0.6 -0.2 -0.2
O 4.21400 2.21078 -0.64876 0.2 -0.7 -0.2
C 2.83734 2.38026 -0.37228 0.6 1.1 1.3
C 1.93454 2.75755 -1.53260 -0.9 -1.4 0.3
O 2.09451 3.99936 -2.19138 0.3 0.0 1.0
C 3.43377 4.45729 -2.22355 0.4 -0.2 -1.0
H 8.07055 -1.01688 -0.19180 -0.1 -0.3 0.2
H 7.31679 -0.86443 1.49648 0.5 -0.5 -0.2
H 7.96280 0.52598 0.66636 0.0 0.0 -0.1
H 6.28075 0.08449 -1.96435 0.2 -0.1 0.1
H 6.68406 1.46900 -0.98396 -0.3 0.3 0.2
H 3.94329 0.12487 -1.03589 -0.3 0.3 0.6
H 4.41708 1.06669 -2.38418 0.0 0.4 -0.1
H 2.84504 3.17642 0.38693 -0.2 0.2 -0.4
H 2.51603 1.52611 0.23648 -0.6 -0.2 -0.8
H 0.93090 2.68607 -1.10929 -0.1 0.6 0.0
H 1.88643 1.91940 -2.24046 0.5 0.1 -0.4
H 4.07659 3.69234 -2.67226 0.0 0.1 -0.1
H 3.89836 4.72503 -1.27208 -0.5 0.0 0.2
H 3.43067 5.32257 -2.88638 0.1 0.0 0.0
C 0.18331 -6.58779 -4.93577 -0.8 -1.5 0.4
O -0.37516 -5.40349 -4.40964 0.0 0.8 -0.4
C -0.98985 -5.48580 -3.22789 -0.4 0.4 -0.5
O -1.00318 -6.43320 -2.50172 0.1 -0.6 0.5
O -1.60598 -4.31930 -3.02884 0.3 -0.5 -1.0
C -2.40504 -4.15138 -1.88712 0.5 1.0 1.7
H 0.21151 -6.56677 -6.02214 0.4 0.7 0.1
H -0.51486 -7.41242 -4.74316 0.3 0.0 0.3
H 1.13055 -6.82727 -4.45489 0.1 0.1 -0.3
H -2.07175 -3.16703 -1.53343 -0.6 0.0 0.1
H -2.14856 -4.82690 -1.06716 -0.1 -0.3 -0.4
H -3.47924 -4.13195 -2.06748 0.2 -0.1 -0.4
C 1.96267 7.41311 -1.31209 0.7 1.2 0.6
O 0.81696 6.71159 -0.86178 -0.4 0.2 -0.8
C 0.99567 5.84608 0.10678 0.3 -0.9 0.7
O 2.00043 5.70467 0.75817 -0.1 0.0 -0.1
O -0.14362 5.15329 0.26472 -0.1 -0.2 -1.3
C -0.19341 4.11059 1.21190 0.1 0.7 2.5
H 2.36048 8.05184 -0.51963 -0.1 -0.1 0.2
H 1.65023 8.10949 -2.08376 -0.2 -0.4 -0.3
H 2.80152 6.80019 -1.63055 -0.5 -0.3 -0.1
H 0.77573 3.84456 1.63838 0.2 0.1 -0.5
H -0.72122 3.18851 0.98354 0.0 0.3 -1.1
H -0.73617 4.56897 2.04976 0.0 -0.3 0.1
C -1.94744 -0.87947 0.96744 0.3 0.2 -0.5
C -0.90682 0.03585 0.48881 -0.5 0.1 0.5
N -0.12791 0.78259 0.10045 0.1 0.0 -0.1
H -1.92009 -0.99654 2.04784 0.2 -0.2 0.0
H -1.76714 -1.79932 0.41079 -0.3 -0.3 0.5
H -2.93699 -0.49545 0.72143 0.0 0.0 -0.1
C -3.42132 0.71993 -1.93835 -1.3 -0.9 -0.3
C -4.10784 -0.57482 -1.79113 0.0 0.3 0.6
N -4.60500 -1.60226 -1.67920 0.0 -0.1 0.0
H -3.58718 0.88474 -3.00536 1.0 0.5 0.0
H -2.41213 0.58805 -1.56294 0.2 0.4 -0.5
H -3.95378 1.51220 -1.41557 0.1 -0.1 0.2
C -4.72340 -1.72503 6.25305 0.7 0.4 -0.8
C -4.27190 -1.09025 5.01048 0.2 -0.2 -0.1
N -3.86457 -0.67499 4.02127 -0.1 0.0 0.0
H -5.46922 -1.06861 6.69233 -0.2 -0.4 0.2
H -3.84288 -1.81673 6.88746 -0.2 0.0 0.2
H -5.04032 -2.72440 5.96185 -0.5 0.1 0.4
C -2.62873 2.14393 3.70820 -0.3 1.3 0.0
C -3.37865 2.43064 4.90936 -0.3 -0.4 0.6
N -3.93613 2.69242 5.87658 -0.1 0.0 0.1
H -1.91666 1.34708 3.88782 0.0 0.0 -0.3
H -2.17575 3.12595 3.52401 0.6 -0.4 -0.4
H -3.33927 1.98412 2.89943 0.2 -0.5 -0.1
C 1.72642 -4.72746 -0.20069 0.2 -0.7 0.4
C 0.49188 -4.43368 0.53601 0.4 0.5 -0.4
N -0.41591 -4.18055 1.19058 -0.2 0.0 -0.1
H 1.60838 -4.96195 -1.25541 -0.5 0.0 0.0
H 2.10870 -5.62338 0.29532 0.2 0.0 -0.2
H 2.49452 -3.96185 -0.11969 -0.3 0.3 0.2
C -5.08364 -3.46646 1.60396 0.0 -0.9 0.7
C -6.37134 -3.12919 1.03244 0.4 0.3 -0.1
N -7.38446 -2.87999 0.56556 -0.5 0.1 -0.1
H -4.22128 -2.99565 1.14281 -0.2 0.1 -0.2
H -4.99674 -4.55493 1.53811 0.3 0.1 -0.2
H -5.08590 -3.27336 2.67785 0.0 0.3 -0.1
```
Positions in Å, forces in eV/Å.

Results
E_HOMO = -9.44 eV
LUMO = 0.2 eV
SMILES = COC(=O)OC.COC(=O)OC.COCCOCCOC.CC#N.CC#N.CC#N.CC#N.CC#N.CC#N
Kohn-Sham gap = 9.677 eV

=====

Record 2
This record from OMol25 describes a 3-piece molecular cluster, C5H14O2 overall. The level of theory is the ωB97M-V functional and the def2-TZVPD basis.

```
21
Properties=species:S:1:pos:R:3:forces:R:3
C -1.58568 0.78773 1.62918 -1.3 -1.5 0.0
C -0.13172 0.12187 1.56716 0.0 0.9 -0.9
C 0.79002 1.16240 1.07282 -1.6 -2.5 1.7
C 1.26496 1.16166 -0.24018 1.3 2.3 -0.7
C 2.03417 2.36138 -0.67263 -0.7 0.2 0.8
H -1.83249 1.83237 1.76438 1.0 0.4 0.2
H -2.06635 0.23616 2.44136 0.0 0.3 0.1
H -2.17402 0.47466 0.77773 0.2 0.0 -0.6
H -0.10414 -0.71786 0.87799 -0.5 -0.2 0.2
H -0.01895 -0.17908 2.60513 0.8 0.0 -0.1
H 0.97457 1.81497 1.92203 0.7 1.0 -0.9
H 1.12385 0.41747 -1.01184 -0.5 -0.6 0.5
H 1.62761 3.19507 -0.08642 0.5 0.1 0.0
H 1.97985 2.64534 -1.71340 0.0 -0.5 -0.4
H 3.09188 2.24283 -0.39068 0.0 0.0 0.0
H 4.18435 -2.12572 -2.16428 -0.2 -0.2 0.6
H 3.80617 -3.50330 -1.43781 -0.6 0.0 1.4
O 4.16702 -3.08484 -2.19096 0.8 0.3 -2.0
H -6.49216 -2.96521 -1.78621 0.8 0.1 0.3
H -4.94404 -3.17551 -1.67782 -0.6 0.1 0.0
O -5.69488 -2.70237 -1.28555 -0.2 -0.2 -0.4
```
Positions in Å, forces in eV/Å.

Results
E_HOMO (spin up / spin down) = -13.45 / -13.45 eV
LUMO (spin up / spin down) = -4.8 / -8.4 eV
Multiplicity = 2
Charge = +1
Kohn-Sham gap (spin up / spin down) = 8.668 / 5.026 eV

=====

Record 3
This record from OMol25 describes a 2-piece molecular cluster, C4H8O2 overall. The level of theory is the ωB97M-V functional and the def2-TZVPD basis.

```
14
Properties=species:S:1:pos:R:3:forces:R:3
C -2.11278 -0.38588 1.24086 -1.6 -1.5 1.9
C -0.84442 -0.02268 1.20635 -0.3 0.1 -0.8
O -0.20225 0.37821 0.06690 1.7 -0.4 0.6
C 0.09841 -0.04498 2.37080 -0.8 -0.6 -0.6
C 1.22780 -0.72964 2.28675 0.4 0.6 -0.1
H -3.00091 -0.47349 0.62662 0.9 0.7 -1.3
H -2.47092 -0.92600 2.13094 0.7 0.7 0.3
H -0.64325 0.93189 -0.54804 -1.3 0.5 -0.5
H -0.27398 0.49785 3.23105 0.5 0.1 0.1
H 1.45250 -1.29617 1.39073 0.0 0.1 0.0
H 2.04023 -0.60707 2.99001 -0.2 -0.3 0.4
H 2.16667 1.40628 -5.75992 0.6 0.8 0.5
H 1.01357 0.53708 -5.24608 -0.6 -0.1 1.2
O 1.54935 0.73462 -5.98696 0.0 -0.7 -1.8
```
Positions in Å, forces in eV/Å.

Results
E_HOMO = -9.07 eV
LUMO = 0.5 eV
SMILES = C=CC(=C)O.O
Kohn-Sham gap = 9.591 eV